{"formula": "C30H61F2N2O17P4", "method": "ωB97M-V/def2-TZVPD", "spin_multiplicity": 1, "total_charge": 1, "molar_mass_g_mol": 883.7, "gap_ev": 4.85, "lumo_energy_ev": -5.5, "energy_ha": -4132.89311, "homo_ha": -0.382, "elements": ["H", "H", "O", "C", "H", "C", "H", "P", "C", "O", "C", "C", "C", "H", "C", "H", "H", "H", "H", "H", "H", "H", "H", "H", "H", "C", "O", "H", "C", "H", "H", "C", "H", "C", "H", "C", "P", "O", "C", "O", "C", "H", "C", "H", "O", "H", "H", "C", "O", "C", "H", "C", "C", "O", "F", "H", "H", "H", "H", "H", "H", "C", "O", "H", "H", "O", "O", "H", "C", "O", "C", "H", "H", "C", "H", "C", "H", "H", "C", "H", "C", "H", "H", "O", "H", "H", "H", "H", "C", "O", "H", "H", "N", "H", "H", "H", "O", "C", "F", "N", "O", "H", "H", "H", "C", "O", "P", "H", "H", "C", "H", "H", "P", "H", "H", "H"], "xyz": [[-6.31104, 1.81017, -4.05149], [-1.43330, -0.46516, -0.53458], [3.10460, 0.13738, 3.80026], [-0.52883, -1.59532, -3.25293], [-6.58835, 0.62698, -6.20906], [0.46458, 3.22445, 2.65244], [-3.62541, 0.01124, -5.50379], [-4.12453, 5.05690, -0.22791], [-0.72026, -3.89396, -2.23030], [3.20795, -6.57200, -3.09740], [2.93385, -10.21796, -2.42979], [-2.14196, 2.50042, -3.76044], [1.21526, -3.28690, -3.60274], [-5.59339, 8.02494, 0.08459], [-5.57078, 1.00099, -5.95721], [-5.58356, 7.41258, 1.74744], [-0.75013, 3.75304, -4.78270], [0.27090, 0.49773, 1.13057], [-3.36713, -2.75389, -2.42347], [1.83776, -1.21191, 4.80143], [-4.74744, 1.26158, -2.36023], [-4.90511, 5.16612, 3.02278], [2.02837, 0.40635, 1.39793], [-0.29912, 2.64296, 2.13125], [5.10384, 2.80965, 6.73454], [5.74982, -6.34631, -4.40205], [4.43187, -0.52401, 9.58286], [5.59246, 1.89977, 5.29735], [-1.21688, -2.56648, -2.46205], [-4.38930, 7.58144, -2.04562], [6.74921, -6.77228, -4.51888], [-4.35225, 6.56806, -2.44678], [-4.99410, -0.61808, -4.54166], [6.02093, -9.26937, -3.01319], [3.75170, 2.52047, 10.35833], [-3.38333, 0.09632, 0.19890], [1.90680, 1.32824, 3.90610], [2.79151, -8.78839, -2.44195], [5.17693, 1.81036, 6.30103], [0.78129, 2.60248, 3.90651], [-4.04921, 1.75293, -3.05158], [4.18794, 1.35764, 6.23290], [-2.59362, -2.20490, -1.83113], [0.06409, 4.21709, 2.85354], [0.82298, 0.36439, 3.11441], [-3.27445, 5.11364, 2.33007], [3.58850, -1.45532, 4.99015], [-2.35321, -0.01316, -0.98742], [1.78199, 1.18304, 5.40017], [3.95317, 2.27969, 9.31305], [-0.93116, 1.49350, -1.59095], [2.80001, -1.16485, 4.29687], [1.05619, 0.04747, 1.74200], [-2.79179, 4.38753, 0.04423], [-4.97855, 1.54838, -7.11972], [2.01150, -10.65016, -2.04489], [3.17627, 1.60363, 8.95099], [5.79263, -9.58965, -4.03165], [1.35053, 3.32442, 2.02463], [-0.69488, 3.72392, -1.88755], [-2.71289, -2.53472, -0.77725], [-0.69393, 2.96820, -3.99262], [5.25647, 1.69848, 9.22051], [2.17503, -3.57003, -4.06816], [1.01659, -1.03651, 1.62156], [-3.48286, 5.75441, -1.64011], [6.70486, -0.43574, 8.83414], [7.02804, -8.85051, -2.99352], [-2.03247, 1.46680, -1.42936], [5.10298, -8.27701, -2.54403], [0.73844, -1.96212, -3.82550], [2.79367, -1.86477, 3.45777], [-4.31755, 0.56429, -0.20294], [-3.06631, 2.73180, -4.79706], [-0.90620, -0.57889, -3.45365], [0.53034, -4.26977, -2.82862], [-2.94269, 3.17597, -5.79077], [-1.32961, -4.59447, -1.62772], [-5.61654, 2.12723, -4.86080], [-3.59153, -0.87360, 0.69346], [-4.21917, 4.58096, 2.40680], [3.11203, -10.60678, -3.43221], [-4.82920, -1.07916, -6.25005], [-2.84201, -0.81129, -2.04524], [0.26055, 4.68840, -3.03583], [-4.05471, 3.61563, 2.88369], [4.00009, 0.15810, 11.46994], [5.73669, 0.07887, 11.11660], [-5.50073, 7.12884, 0.69797], [6.06251, 1.00041, 7.08854], [5.63035, -5.52987, -5.11290], [5.98902, -10.13464, -2.35075], [-4.26322, 2.22274, -4.27422], [-3.94302, 6.61123, -3.45539], [-5.89116, 3.09972, -5.31198], [3.92468, 3.20068, 8.72994], [-4.21248, 6.53660, 0.48406], [-4.71498, -0.22318, -5.55042], [0.07225, 1.92910, -4.55462], [-2.72031, 1.86406, -2.65844], [4.78981, -7.35194, -4.71522], [-5.35747, 6.14828, -2.49295], [4.81434, -1.41648, 11.38263], [5.64735, -5.96305, -3.38921], [-0.00918, 3.64353, -2.75640], [-4.83331, 4.35000, 1.13733], [3.79380, -7.89881, -3.47283], [0.92904, 3.11237, -2.49156], [1.29080, -1.20535, -4.41064], [4.77962, -0.41364, 10.95949], [0.90877, -5.29469, -2.67474], [-6.31299, 6.44150, 0.45347], [5.42577, 0.24441, 8.46023], [-3.03197, 0.79839, 0.99350], [3.75218, -10.50327, -1.76742], [-2.24998, 2.15146, -0.56267]], "mulliken_charge": [0.393, 0.427, -0.452, -0.018, 0.351, -0.537, 0.235, 1.319, -0.821, -0.595, -0.645, 0.821, -0.427, 0.297, 0.377, 0.270, 0.393, -0.145, 0.424, 0.396, 0.440, 0.264, 0.428, 0.121, 0.271, -0.668, -0.482, 0.294, 0.986, 0.267, 0.260, -0.772, 0.229, -0.815, 0.276, -1.452, 1.251, -0.295, -0.464, -0.341, -0.723, 0.124, -0.937, 0.283, -0.368, 0.366, 0.265, 0.106, -0.662, -0.803, 0.314, -0.749, -0.419, -0.649, -0.325, 0.255, 0.414, 0.408, 0.344, 0.153, 0.340, -0.137, -0.391, 0.434, 0.324, -0.232, -0.672, 0.261, -0.556, -0.341, -0.777, 0.272, 0.190, -1.118, 0.240, -0.533, 0.470, 0.357, -0.834, 0.449, -0.779, 0.331, 0.418, -0.222, 0.387, 0.279, 0.239, 0.352, -0.819, -0.397, 0.258, 0.285, 0.251, 0.269, 0.366, 0.273, -0.355, -1.078, -0.343, 1.692, -0.469, 0.366, 0.262, 0.348, -1.070, -0.520, 1.198, 0.346, 0.413, -0.672, 0.466, 0.398, 1.376, 0.344, 0.223, -0.423]}